[1]
17
Properties=species:S:1:pos:R:3 method="wB97M-V/def2-TZVPD" fmax_ev_per_a=5.19 e_lumo_ev=3.27 relative_energy_kcal_mol=29.96 charge=-1 spin_multiplicity=1 gap_ev=7.8
C 0.34 -1.52 -1.06
C 1.66 2.07 0.83
C -0.48 -0.44 -0.52
C 0.06 0.33 0.64
O -1.15 0.40 -1.47
O -2.53 -1.92 -1.34
O 1.14 0.87 0.20
F -3.02 -1.34 1.07
F -0.76 1.31 1.29
F 0.26 -0.54 1.70
S -2.37 -0.70 -0.53
H 1.07 -2.00 -0.33
H 0.90 -1.18 -1.98
H -0.30 -2.40 -1.54
H 1.32 1.93 1.84
H 1.11 2.92 0.36
H 2.75 2.22 0.83

[2]
13
Properties=species:S:1:pos:R:3 method="wB97M-V/def2-TZVPD" fmax_ev_per_a=6.62 e_lumo_ev="-6.43 / -7.63" relative_energy_kcal_mol=126.51 charge=+1 spin_multiplicity=1 gap_ev="9.3 / 7.1"
H 1.33 -0.73 3.22
N 0.71 -0.19 2.61
C 0.63 -0.74 1.49
F 1.07 -1.93 1.09
N 0.11 -0.06 0.44
C -0.90 1.30 -0.21
C -0.50 0.80 -1.48
C -0.05 -0.58 -0.96
H -1.22 2.14 0.46
H 0.25 1.42 -2.08
H -1.37 0.82 -2.18
H -0.98 -1.09 -1.18
H 0.92 -1.16 -1.22